No. 1
Molecular formula: C37H59HfN10O9PS
Method: DFT, ωB97M-V with the def2-TZVPD basis set

```
! RIJCOSX wB97M-V def2-TZVPD def2/J DEFGRID3
* xyz 0 1
Hf -0.1455 0.1592 -0.1851
C -2.4677 0.0992 4.0071
O -2.8748 -1.1516 3.4504
C -1.8629 -2.0546 3.2360
C -1.9570 -3.2882 3.8367
C -0.9963 -4.2834 3.6126
C 0.0643 -4.0055 2.7792
C 0.1624 -2.7679 2.1274
C 1.2911 -2.5177 1.2526
N 1.3694 -1.5465 0.4223
N 2.6156 -1.4516 -0.2112
C 2.8152 -0.2169 -0.5644
O 1.9642 0.7543 -0.4052
C 4.1353 0.0679 -1.2111
C 4.5555 1.3870 -1.3462
C 5.7639 1.6821 -1.9645
C 6.5582 0.6573 -2.4593
C 6.1452 -0.6625 -2.3183
C 4.9444 -0.9586 -1.6912
C -0.8067 -1.7622 2.3328
O -0.7599 -0.6170 1.7398
H -3.3788 0.6720 4.1723
H -1.8009 0.6361 3.3364
H -1.9713 -0.0605 4.9695
H -2.8030 -3.4673 4.4907
H -1.0821 -5.2442 4.1030
H 0.8365 -4.7479 2.6028
H 2.1525 -3.1818 1.3176
H 3.9132 2.1785 -0.9783
H 6.0790 2.7129 -2.0710
H 7.4930 0.8845 -2.9574
H 6.7639 -1.4630 -2.7050
H 4.6143 -1.9825 -1.5696
C -0.8728 1.7902 -1.3431
H -1.5554 2.5575 -0.9354
H -0.7112 1.9874 -2.4134
C 1.2210 4.0146 4.4492
N 0.6773 2.9441 3.6296
C 0.8824 1.6022 4.1703
P 0.1863 3.1657 2.0683
O -0.0605 1.8317 1.4838
N -1.1769 4.0888 1.9481
C -2.4663 3.4087 1.9405
C -1.2148 5.4362 2.4936
N 1.3495 4.1254 1.3897
C 1.0774 4.6021 0.0151
C 2.7001 3.5373 1.4742
H 0.6594 4.1192 5.3819
H 1.1956 4.9631 3.9178
H 2.2648 3.8039 4.7090
H 0.3892 1.5079 5.1424
H 1.9518 1.4022 4.3098
H 0.4739 0.8552 3.4938
H -2.3650 2.4234 1.4925
H -3.1732 3.9904 1.3421
H -2.8787 3.3037 2.9528
H -0.2476 5.9226 2.3771
H -1.4932 5.4451 3.5557
H -1.9560 6.0231 1.9464
H 0.0954 5.0654 -0.0368
H 1.0980 3.7797 -0.7063
H 1.8325 5.3493 -0.2393
H 2.9327 3.2495 2.4988
H 3.4260 4.2892 1.1613
H 2.7920 2.6576 0.8316
C -1.4774 -4.3968 -1.8826
C -2.8526 -3.8987 -1.3756
C -2.4989 -2.9439 -0.2406
O -1.1875 -2.4552 -0.5635
C -0.4678 -3.5879 -1.0669
H -1.3737 -4.2075 -2.9494
H -1.3393 -5.4648 -1.7160
H -3.4853 -4.7117 -1.0230
H -3.3870 -3.3784 -2.1721
H -2.4503 -3.4637 0.7220
H -3.1545 -2.0878 -0.1457
H -0.0993 -4.1722 -0.2200
H 0.3865 -3.2210 -1.6346
C -4.9611 2.3056 -1.0221
N -4.7919 1.3250 0.0455
C -5.8868 1.0803 0.9740
C -3.6703 0.6378 0.1126
N -2.6083 0.1849 0.0489
H -5.7880 2.0161 -1.6746
H -4.0387 2.3594 -1.5993
H -5.1695 3.2902 -0.5989
H -6.7913 0.8034 0.4281
H -6.0937 1.9764 1.5633
H -5.6151 0.2684 1.6449
C 4.5178 -4.1447 -7.2610
C 5.1078 -2.9283 -6.5478
S 4.0953 -1.4809 -6.6542
O 4.6685 -0.4620 -5.8106
O 3.8269 -1.2011 -8.0440
C 2.5634 -1.9724 -5.8946
C 1.6060 -0.7705 -5.9130
N 0.7372 -0.7937 -4.7356
C 1.0211 -0.1455 -3.5873
N 0.1509 -0.4612 -2.6303
C -0.7423 -1.3203 -3.1858
C -0.3811 -1.5646 -4.4681
N -1.0410 -2.4165 -5.4150
O -0.5704 -2.4909 -6.5412
O -2.0491 -2.9838 -5.0405
C 2.0240 0.9458 -3.5265
H 5.2896 -4.8993 -7.4057
H 4.1308 -3.8667 -8.2419
H 3.7135 -4.6010 -6.6837
H 6.0387 -2.5947 -7.0112
H 5.2844 -3.0916 -5.4831
H 2.8106 -2.2511 -4.8672
H 2.1514 -2.8236 -6.4348
H 1.0004 -0.7807 -6.8074
H 2.1622 0.1611 -5.8750
H -1.6023 -1.6907 -2.6549
H 1.7777 1.6898 -4.2877
H 3.0408 0.5952 -3.7105
H 1.9549 1.4173 -2.5516
*
```

Highest occupied orbital energy in eV: -4.84
Total energy in hartree: -3457.5421
LUMO level in eV: -0.42
Relative energy (zero: lowest compared OMol25 entry of this formula, charge and spin) in kJ/mol: 228.71
F_max in eV/Å: 2.5

Here are the Mulliken charges for atoms 1 to 99, given in e:
1 Hf 2.582
2 C -0.347
3 O -0.486
4 C -0.061
5 C -0.551
6 C -0.954
7 C -0.795
8 C 0.545
9 C -0.767
10 N 0.937
11 N -1.355
12 C 0.207
13 O -0.944
14 C 0.448
15 C 0.400
16 C -1.108
17 C -0.461
18 C -0.698
19 C -0.646
20 C 0.370
21 O 0.553
22 H 0.316
23 H -0.094
24 H 0.329
25 H 0.496
26 H 0.385
27 H 0.464
28 H 0.320
29 H 0.333
30 H 0.423
31 H 0.404
32 H 0.420
33 H 0.480
34 C -0.536
35 H 0.407
36 H -0.033
37 C -1.232
38 N 0.803
39 C -0.494
40 P -1.435
41 O 0.439
42 N 0.647
43 C -0.403
44 C -1.193
45 N 0.248
46 C -0.770
47 C -0.756
48 H 0.330
49 H 0.340
50 H 0.409
51 H 0.293
52 H 0.282
53 H -0.205
54 H -0.564
55 H 0.314
56 H 0.307
57 H 0.412
58 H 0.242
59 H 0.389
60 H 0.326
61 H 0.016
62 H 0.378
63 H 0.206
64 H 0.404
65 H -0.009
66 C -0.531
67 C -0.661
68 C -0.752
69 O 0.867
70 C -1.130
71 H 0.068
72 H 0.423
73 H 0.482
74 H 0.279
75 H 0.340
76 H 0.004
77 H 0.719
78 H 0.350
79 C -0.927
80 N 0.198
81 C -1.001
82 C 0.145
83 N -0.460
84 H 0.342
85 H 0.240
86 H 0.312
87 H 0.347
88 H 0.294
89 H 0.280
90 C -1.206
91 C -0.441
92 S 1.190
93 O -0.605
94 O -0.700
95 C -0.629
96 C -1.712
97 N 0.321
98 C 0.390
99 N 0.104



No. 2
Molecular formula: C3H12N2O
Method: DFT, ωB97M-V with the def2-TZVPD basis set

```
! RIJCOSX wB97M-V def2-TZVPD def2/J DEFGRID3
* xyz -1 2
N -0.6662 0.4764 0.5710
C 0.5129 -0.1645 0.0036
C 0.1755 -1.2429 -1.0438
C 1.4740 0.8422 -0.5683
N 2.0450 1.7549 0.4395
H -1.1748 1.0004 -0.1315
H -1.3060 -0.2261 0.9461
H 0.9903 -0.7004 0.8312
H 1.0970 -1.6618 -1.4719
H -0.3740 -2.0539 -0.5778
H -0.4718 -0.8480 -1.8282
H 0.9929 1.4185 -1.3596
H 2.2735 0.2969 -1.0694
H 1.7931 2.7165 0.2630
H 3.0547 1.7086 0.4249
H -3.5267 -1.3361 2.2772
H -3.5887 -1.2471 0.7541
O -3.3007 -0.7338 1.5398
*
```

Highest occupied orbital energy (spin up / spin down) in eV: 1.10 / -5.35
Total energy in hartree: -306.1968
LUMO level (spin up / spin down) in eV: 3.41 / 3.33
Relative energy (zero: lowest compared OMol25 entry of this formula, charge and spin) in kJ/mol: 0.00
F_max in eV/Å: 1.0

Mulliken atomic charges, in units of e:
1 N -1.050
2 C 0.384
3 C -2.064
4 C -0.850
5 N -0.558
6 H 0.451
7 H 0.330
8 H 0.245
9 H 0.460
10 H 0.741
11 H 0.306
12 H 0.385
13 H 0.428
14 H 0.212
15 H 0.203
16 H 0.752
17 H 0.623
18 O -1.994



No. 3
Molecular formula: H20O10Sn
Method: DFT, ωB97M-V with the def2-TZVPD basis set

```
! RIJCOSX wB97M-V def2-TZVPD def2/J DEFGRID3
* xyz 2 1
Sn -2.0562 16.9599 17.5915
O -2.9513 18.1872 15.4739
H -2.5692 17.7513 14.6715
H -3.1451 19.0340 15.1649
O -4.5414 17.8935 17.7791
H -4.9415 18.2995 17.0168
H -4.9366 18.3269 18.5597
O 0.3011 15.4977 17.7533
H 0.9599 15.0494 17.1652
H -0.1482 14.8003 18.2252
O -2.6754 16.7853 20.3478
H -1.8828 16.4739 20.8154
H -3.2287 17.1281 21.0641
O -0.0871 17.6497 19.3023
H 0.6721 17.1854 19.5994
H -0.5111 18.0097 20.0745
O -1.1920 15.7638 15.2305
H -1.4228 15.3403 14.3903
H -0.3449 16.2042 15.0928
O -1.8060 19.4199 18.2822
H -2.4625 19.9624 17.7758
H -1.0192 19.8713 18.0186
O -0.0142 18.2299 16.4110
H -0.1344 18.9458 15.8452
H 0.9383 18.1261 16.5292
O -2.1754 14.5124 18.5172
H -2.4899 13.8415 17.9588
H -2.7606 14.5009 19.2689
O -3.9081 15.2344 16.3754
H -4.5878 15.2368 17.0451
H -4.1898 15.7146 15.6389
*
```

Highest occupied orbital energy in eV: -16.65
Total energy in hartree: -978.1820
LUMO level in eV: -6.06
Relative energy (zero: lowest compared OMol25 entry of this formula, charge and spin) in kJ/mol: 0.00
F_max in eV/Å: 2.9

Mulliken atomic charges, in units of e:
1 Sn 1.476
2 O -0.465
3 H 0.271
4 H 0.248
5 O -0.473
6 H 0.265
7 H 0.276
8 O -0.555
9 H 0.262
10 H 0.304
11 O -0.532
12 H 0.288
13 H 0.267
14 O -0.462
15 H 0.241
16 H 0.293
17 O -0.551
18 H 0.285
19 H 0.286
20 O -0.508
21 H 0.294
22 H 0.290
23 O -0.421
24 H 0.252
25 H 0.249
26 O -0.476
27 H 0.252
28 H 0.280
29 O -0.506
30 H 0.314
31 H 0.255